The following is a DFT calculation (ωB97M-V with the def2-TZVPD basis set) of a structure of composition C40H54BrIrN4O2Se.

Atoms and positions in Å:
Ir1 0.893 -0.397 -0.045
C1 5.854 -1.643 6.226
C2 5.636 -0.481 5.224
C3 6.857 -0.413 4.300
C4 5.552 0.817 6.045
C5 4.355 -0.704 4.484
C6 4.327 -1.167 3.152
C7 3.147 -1.170 2.473
Br1 3.050 -1.819 0.678
C8 1.894 -0.711 3.001
O1 0.886 -0.555 2.269
C9 1.905 -0.479 4.439
C10 3.109 -0.460 5.094
C11 0.568 -0.296 5.119
C12 -0.284 -1.543 4.831
C13 0.710 -0.152 6.643
C14 -0.138 0.951 4.581
H1 6.771 -1.443 6.773
H2 5.955 -2.594 5.711
H3 5.036 -1.714 6.936
H4 7.715 -0.047 4.859
H5 6.690 0.268 3.467
H6 7.123 -1.397 3.916
H7 6.518 1.021 6.498
H8 4.832 0.737 6.853
H9 5.280 1.660 5.418
H10 5.226 -1.511 2.667
H11 3.111 -0.233 6.148
H12 0.242 -2.447 5.134
H13 -0.525 -1.607 3.770
H14 -1.218 -1.487 5.384
H15 1.249 -0.996 7.069
H16 -0.280 -0.132 7.089
H17 1.211 0.779 6.900
H18 -0.331 0.854 3.512
H19 0.465 1.840 4.750
H20 -1.094 1.074 5.083
C15 -4.699 -2.578 0.435
C16 -4.884 -2.940 -1.030
C17 -3.846 -3.920 -1.578
C18 -2.409 -3.374 -1.619
N1 -2.328 -2.138 -2.365
C19 -2.149 -0.908 -1.850
Se1 -1.608 -0.552 -0.074
N2 -2.337 0.023 -2.807
C20 -2.415 1.458 -2.644
C21 -3.836 1.982 -2.887
C22 -4.848 1.562 -1.824
C23 -4.534 2.102 -0.436
C24 -2.604 -0.629 -3.992
C25 -2.840 -0.158 -5.281
C26 -3.098 -1.097 -6.256
C27 -3.116 -2.468 -5.968
C28 -2.857 -2.949 -4.703
C29 -2.606 -2.008 -3.708
H21 -5.544 -1.985 0.776
H22 -3.795 -1.981 0.603
H23 -4.632 -3.472 1.053
H24 -4.898 -2.032 -1.641
H25 -5.864 -3.410 -1.142
H26 -4.150 -4.219 -2.583
H27 -3.831 -4.816 -0.955
H28 -1.754 -4.112 -2.089
H29 -2.056 -3.184 -0.601
H30 -1.738 1.920 -3.364
H31 -2.089 1.711 -1.633
H32 -4.184 1.632 -3.859
H33 -3.783 3.070 -2.932
H34 -4.924 0.472 -1.793
H35 -5.826 1.939 -2.131
H36 -3.708 1.562 0.035
H37 -5.402 1.996 0.206
H38 -4.283 3.159 -0.483
H39 -2.809 0.891 -5.523
H40 -3.306 -0.767 -7.263
H41 -3.333 -3.165 -6.761
H42 -2.864 -4.007 -4.499
C30 1.544 3.461 -4.607
N3 1.071 3.388 -3.253
N4 1.212 2.279 -2.467
C31 0.901 2.623 -1.152
O2 0.913 1.818 -0.192
C32 0.571 3.993 -1.176
C33 0.709 4.433 -2.479
C34 0.512 5.784 -3.032
C35 1.292 0.963 -2.949
C36 2.068 0.035 -2.228
C37 2.118 -1.291 -2.680
C38 1.399 -1.686 -3.795
C39 0.652 -0.757 -4.506
C40 0.589 0.561 -4.081
H43 2.174 2.603 -4.840
H44 2.133 4.369 -4.735
H45 0.714 3.497 -5.314
H46 0.281 4.565 -0.318
H47 0.072 6.432 -2.281
H48 -0.124 5.764 -3.915
H49 1.467 6.209 -3.338
H50 2.833 0.414 -1.558
H51 2.779 -1.993 -2.194
H52 1.465 -2.704 -4.142
H53 0.125 -1.047 -5.401
H54 0.023 1.274 -4.656

- F_max (eV/A) = 1.75
- net charge = +3
- spin multiplicity = 6
- energy above the lowest of the compared OMol25 structures with the same formula, charge and spin (kcal per mole) = 24.1
- orbital gap (spin up / spin down) (eV) = 7.274 / 4.065
- E_HOMO (spin up / spin down) (eV) = -15.4 / -16.3

---

The following is a DFT calculation (ωB97M-V with the def2-TZVPD basis set) of a cluster of 3 separate species, CH8N2O3 in total.

Atoms and positions in Å:
C1 -1.743 0.353 0.585
N1 -0.638 -0.073 -0.259
O1 0.441 1.547 -1.089
H1 0.750 1.868 -0.230
H2 -0.874 -0.083 -1.247
H3 -1.447 0.314 1.634
H4 -2.627 -0.281 0.458
H5 -2.020 1.378 0.340
N2 1.463 -1.493 -0.178
O2 1.954 -0.696 0.902
O3 1.738 -0.825 -1.284
H6 1.431 0.271 -1.259
H7 1.810 -1.254 1.680
H8 -0.238 -1.025 -0.052

- F_max (eV/A) = 2.30
- net charge = 0
- energy above the lowest of the compared OMol25 structures with the same formula, charge and spin (kcal per mole) = 187.4
- orbital gap (spin up / spin down) (eV) = 10.338 / 7.355
- E_HOMO (spin up / spin down) (eV) = -9.7 / -8.3

---

The following is a DFT calculation (ωB97M-V with the def2-TZVPD basis set) of a structure of composition C25H23Cl2FeN4O5S.

Atoms and positions in Å:
Fe1 -0.035 0.361 -0.169
Cl1 3.291 -1.514 5.875
C1 2.270 -0.897 4.612
C2 0.921 -0.629 4.896
C3 0.093 -0.140 3.926
Cl2 -1.562 0.198 4.297
C4 0.541 0.101 2.591
O1 -0.269 0.577 1.724
C5 1.916 -0.175 2.347
C6 2.508 0.088 1.072
O2 1.930 0.427 0.034
C7 2.763 -0.664 3.364
H1 0.534 -0.810 5.890
H2 3.601 -0.005 1.020
H3 3.805 -0.858 3.141
C8 2.539 5.816 -4.005
C9 2.126 4.374 -3.887
C10 1.160 3.840 -4.736
C11 0.741 2.526 -4.603
C12 1.306 1.730 -3.618
C13 2.286 2.231 -2.776
C14 2.685 3.552 -2.912
S1 0.707 0.083 -3.373
O3 -0.047 -0.295 -4.540
O4 1.821 -0.719 -2.958
N1 -0.289 0.331 -2.129
C15 -1.613 -0.016 -2.009
C16 -2.550 -0.516 -2.917
C17 -3.812 -0.782 -2.423
C18 -4.126 -0.574 -1.079
C19 -3.141 -0.088 -0.248
N2 -1.936 0.207 -0.722
H4 2.538 6.144 -5.045
H5 3.537 5.975 -3.597
H6 1.852 6.460 -3.451
H7 0.732 4.461 -5.515
H8 -0.006 2.106 -5.264
H9 2.719 1.588 -2.020
H10 3.449 3.950 -2.255
H11 -2.274 -0.700 -3.942
H12 -4.567 -1.176 -3.092
H13 -5.109 -0.797 -0.691
H14 -3.291 0.075 0.812
N3 0.440 6.569 -0.577
C20 0.263 5.217 -0.456
C21 -0.494 4.496 -1.383
C22 -0.597 3.132 -1.255
N4 -0.011 2.435 -0.275
C23 0.695 3.127 0.625
C24 0.863 4.491 0.577
H15 -0.196 7.078 -1.166
H16 0.784 7.075 0.220
H17 -0.985 4.994 -2.209
H18 -1.165 2.560 -1.974
H19 1.135 2.554 1.429
H20 1.452 4.987 1.337
C25 0.948 -2.342 -0.161
O5 -0.114 -1.433 -0.067
H21 1.216 -2.733 0.830
H22 1.843 -1.924 -0.630
H23 0.639 -3.188 -0.784

- F_max (eV/A) = 0.37
- net charge = 0
- spin multiplicity = 2
- energy above the lowest of the compared OMol25 structures with the same formula, charge and spin (kcal per mole) = 3.0
- orbital gap (spin up / spin down) (eV) = 7.795 / 7.663
- E_HOMO (spin up / spin down) (eV) = -8.2 / -8.1